DFT (ωB97M-V/def2-TZVPD) results for a 21-piece molecular cluster, C105H105N21 overall.

Geometry as ORCA input:
```
! RIJCOSX wB97M-V def2-TZVPD def2/J DEFGRID3
* xyz 0 1
N -0.6869 -3.8476 2.2127
C -0.4979 -4.9938 2.8983
C -0.1721 -5.0701 4.2276
C 0.0200 -3.8788 4.9325
C -0.0679 -2.6778 4.2274
C -0.4151 -2.7279 2.9018
H -0.7075 -5.8795 2.2503
H -0.1400 -6.1060 4.6543
H 0.0850 -3.8487 6.0115
H 0.0318 -1.6860 4.6572
H -0.3148 -1.8262 2.2778
N 0.7725 4.2106 -1.7278
C 1.6685 3.9320 -2.7064
C 1.2740 3.4989 -3.9513
C -0.0708 3.3840 -4.2418
C -0.9714 3.7575 -3.2021
C -0.5209 4.2072 -1.9648
H 2.6938 4.1318 -2.4529
H 2.0773 3.2839 -4.6622
H -0.3964 3.1306 -5.1951
H -2.0507 3.8248 -3.4205
H -1.1405 4.6641 -1.2332
N -6.0618 -4.3301 1.2639
C -4.9582 -4.9846 0.9726
C -4.9214 -6.0201 0.0519
C -6.1053 -6.4515 -0.5213
C -7.2877 -5.8345 -0.1628
C -7.1913 -4.7253 0.6648
H -4.0778 -4.6168 1.4175
H -3.9696 -6.4850 -0.2421
H -6.0535 -7.3151 -1.1799
H -8.3316 -6.1316 -0.4602
H -8.1081 -4.2172 0.9621
N 1.7848 7.5037 1.8736
C 2.7246 8.4630 2.0482
C 2.9896 9.3712 1.0952
C 2.1988 9.4488 -0.0377
C 1.3269 8.4115 -0.2531
C 1.1558 7.4873 0.7549
H 3.3800 8.4104 2.9523
H 3.7666 10.0885 1.2313
H 2.3882 10.1797 -0.8442
H 0.8831 8.3812 -1.2407
H 0.4155 6.7059 0.6589
N -1.1687 -0.4533 -6.4186
C -2.3932 -0.6782 -6.0234
C -2.7562 -0.6375 -4.6915
C -1.7691 -0.3429 -3.7443
C -0.5056 -0.0906 -4.1563
C -0.2838 -0.1222 -5.5433
H -3.1567 -0.7921 -6.7251
H -3.8154 -0.7897 -4.4026
H -2.0265 -0.3030 -2.6869
H 0.3470 0.1007 -3.4889
H 0.7113 0.0927 -5.9649
N 4.1779 -5.8646 0.1413
C 2.8786 -5.5983 0.2364
C 2.3010 -4.3592 -0.0413
C 3.1353 -3.3352 -0.4982
C 4.5024 -3.5749 -0.5056
C 4.9520 -4.9073 -0.3185
H 2.2274 -6.3603 0.5914
H 1.2187 -4.2776 0.0297
H 2.6847 -2.4052 -0.7537
H 5.1987 -2.7795 -0.7699
H 5.9447 -5.1734 -0.4198
N -6.7320 -1.2935 -4.3796
C -6.1760 -2.4580 -4.6133
C -5.5337 -3.2879 -3.6776
C -5.7353 -3.0110 -2.2951
C -6.4918 -1.8778 -2.0155
C -6.9244 -1.0491 -3.0455
H -6.2239 -2.8534 -5.6117
H -5.0197 -4.1729 -4.0169
H -5.4838 -3.6996 -1.4729
H -6.7094 -1.6276 -1.0164
H -7.4456 -0.0761 -2.9488
N -0.8072 1.1288 6.7171
C -0.1521 2.2827 6.5082
C 0.1218 2.8058 5.1918
C -0.4176 2.1257 4.0802
C -1.0213 0.9271 4.3671
C -1.1579 0.4816 5.6533
H 0.0306 2.9521 7.3877
H 0.7239 3.6728 5.0711
H -0.2036 2.2695 3.0469
H -1.5812 0.3665 3.6119
H -1.6406 -0.4800 5.8308
N 2.3166 -3.5144 -6.0599
C 3.2765 -2.6430 -5.9185
C 3.4749 -1.8859 -4.7620
C 2.4512 -1.8936 -3.7958
C 1.4464 -2.7835 -3.9834
C 1.3503 -3.5684 -5.1179
H 4.0806 -2.6356 -6.7023
H 4.3831 -1.2719 -4.7957
H 2.5308 -1.2630 -2.9336
H 0.6797 -2.9579 -3.2151
H 0.6072 -4.2751 -5.3209
N -1.5981 4.8558 1.5543
C -2.4296 3.8552 1.2662
C -3.2263 3.3343 2.3115
C -3.1789 3.8359 3.5819
C -2.3069 4.8743 3.8092
C -1.5307 5.3517 2.7791
H -2.4296 3.5264 0.2452
H -3.9036 2.5447 1.9752
H -3.8247 3.4154 4.3046
H -2.2027 5.2960 4.7808
H -0.7353 6.1069 2.8436
N 4.0569 2.6158 2.6385
C 2.9362 3.0255 2.0148
C 2.2242 4.1908 2.3660
C 2.7640 4.9400 3.3781
C 3.9962 4.6001 3.9435
C 4.5446 3.3798 3.5785
H 2.6302 2.3666 1.1815
H 1.2363 4.4373 1.9648
H 2.2143 5.8127 3.7419
H 4.3750 5.2775 4.6642
H 5.4255 3.0372 4.1321
N 4.6682 5.0918 -1.6969
C 4.3260 5.2133 -0.4252
C 5.2271 5.6205 0.5468
C 6.4673 6.0299 0.1864
C 6.8881 5.9069 -1.1300
C 5.9049 5.4958 -2.0489
H 3.2789 4.9957 -0.0954
H 5.0201 5.6178 1.6078
H 7.1241 6.3750 0.9605
H 7.8424 6.2656 -1.3898
H 6.1314 5.3872 -3.1037
N -9.5177 0.3780 1.2787
C -8.7008 -0.4903 1.8829
C -7.3967 -0.7293 1.5487
C -6.7535 0.1553 0.6923
C -7.5368 1.1430 0.0889
C -8.8920 1.1417 0.3925
H -9.1346 -1.0270 2.7192
H -6.8865 -1.4869 2.2015
H -5.6946 0.0407 0.5227
H -7.1576 1.8066 -0.6744
H -9.4597 1.8770 -0.1770
N 4.9719 -1.3527 3.9683
C 3.9226 -1.4220 3.1287
C 2.7556 -0.7190 3.3745
C 2.7208 0.1419 4.4657
C 3.8565 0.3497 5.2120
C 4.9151 -0.4729 4.9419
H 3.9199 -2.2229 2.3503
H 1.8708 -0.8126 2.7012
H 1.8799 0.7810 4.4893
H 3.9155 1.0094 6.0490
H 5.6263 -0.5714 5.7130
N 0.7384 -0.6108 -0.7388
C -0.3893 -1.2932 -0.3896
C -1.5349 -0.7165 0.1893
C -1.5285 0.6270 0.4965
C -0.4523 1.3723 0.0523
C 0.6101 0.7275 -0.5846
H -0.4528 -2.3790 -0.5656
H -2.3304 -1.3749 0.5143
H -2.3414 1.1668 0.9504
H -0.4790 2.4224 0.1665
H 1.4508 1.2160 -0.9722
N -2.5885 -4.0010 -1.5986
C -1.7010 -4.6835 -0.8279
C -0.7957 -5.5800 -1.2596
C -0.6999 -5.8317 -2.6488
C -1.6509 -5.1726 -3.4398
C -2.4690 -4.1977 -2.9040
H -1.8150 -4.4526 0.2248
H -0.1311 -6.0248 -0.5192
H 0.0014 -6.4811 -3.1011
H -1.6760 -5.3697 -4.4868
H -3.1201 -3.6308 -3.5195
N 5.7322 -0.5555 -1.1190
C 6.7279 -0.1519 -1.8620
C 6.6613 0.9728 -2.6276
C 5.4731 1.7339 -2.5888
C 4.4508 1.2997 -1.7996
C 4.6102 0.1292 -1.1215
H 7.6804 -0.6795 -1.8733
H 7.5179 1.2814 -3.1471
H 5.4002 2.6877 -3.1177
H 3.5621 1.8946 -1.7848
H 3.8107 -0.2476 -0.4824
N 8.7595 1.9592 2.8522
C 9.0807 2.7083 1.8135
C 8.1981 2.7991 0.7377
C 6.9561 2.2366 0.7949
C 6.6341 1.3967 1.8357
C 7.5929 1.2964 2.8822
H 10.0750 3.1084 1.7848
H 8.4253 3.4998 -0.0636
H 6.3589 2.3429 -0.0702
H 5.7063 0.9053 1.8862
H 7.3020 0.6184 3.6813
N -4.0196 -0.5321 2.8575
C -4.5017 0.1117 3.9189
C -4.8879 -0.5327 5.0578
C -4.9287 -1.9215 5.1008
C -4.4609 -2.6119 4.0108
C -3.9723 -1.8365 2.9483
H -4.5649 1.1663 3.8821
H -5.3615 0.0922 5.8073
H -5.2136 -2.3579 6.0173
H -4.3471 -3.6578 3.8795
H -3.5654 -2.3840 2.1224
N 1.7847 -9.5640 -4.2417
C 1.8951 -8.4027 -4.8707
C 2.4831 -7.3122 -4.2887
C 2.9989 -7.3581 -2.9729
C 2.8220 -8.5783 -2.3370
C 2.2545 -9.6690 -3.0012
H 1.6744 -8.3319 -5.9182
H 2.6637 -6.4537 -4.9051
H 3.4411 -6.5474 -2.4488
H 3.1840 -8.6536 -1.3274
H 2.2721 -10.6152 -2.5300
N -4.7094 2.8102 -0.5687
C -4.3161 2.0948 -1.6395
C -4.7006 2.2470 -2.9590
C -5.5299 3.3176 -3.1890
C -5.9767 4.0577 -2.0957
C -5.5049 3.8177 -0.8362
H -3.5320 1.3473 -1.3887
H -4.2514 1.6721 -3.7687
H -5.9795 3.4023 -4.1466
H -6.6574 4.8777 -2.1924
H -5.8307 4.5371 -0.0747
*
```

Output
- Kohn-Sham gap (eV) = 9.5
- highest occupied orbital energy (eV) = -9.02
- LUMO level (Eh) = 0.016
- energy relative to the best compared isomer or geometry (same formula, charge and spin) (kJ/mol) = 0.00
- calculated total energy (a.u.) = -5213.77717